1.
{
  "formula": "C30H43AlF9N2O7S",
  "method": "wB97M-V/def2-TZVPD",
  "elements": ["H", "C", "H", "H", "C", "H", "H", "H", "H", "H", "N", "H", "C", "C", "H", "H", "C", "C", "F", "H", "C", "H", "O", "C", "C", "H", "H", "H", "H", "C", "H", "C", "C", "O", "C", "C", "C", "H", "C", "C", "H", "C", "H", "F", "H", "F", "C", "H", "H", "F", "F", "S", "H", "H", "F", "H", "O", "O", "H", "C", "Al", "H", "H", "H", "H", "C", "H", "C", "C", "C", "F", "C", "H", "H", "H", "C", "F", "O", "F", "C", "H", "C", "C", "O", "N", "H", "O", "H", "H", "C", "H", "H", "H"],
  "xyz": [[1.369, -1.760, 0.438], [-5.814, -0.438, -1.985], [-6.598, -1.287, -2.007], [-3.166, 2.247, 0.003], [-0.291, -4.607, 6.510], [8.538, 0.252, 0.938], [-4.379, -0.327, -0.159], [-4.360, -2.035, -2.824], [-1.351, 0.261, -5.039], [0.131, -2.027, -4.274], [4.671, -1.911, -2.008], [-0.583, 0.265, -0.376], [6.444, -0.215, 0.818], [1.212, -1.080, 1.341], [-0.887, -1.610, 2.176], [-6.924, 1.781, 1.842], [0.271, -3.467, 5.948], [5.732, -1.299, -1.205], [2.317, 3.310, -2.543], [-2.987, 0.498, -3.580], [0.241, -5.861, 6.223], [-5.241, 1.041, 2.078], [-5.377, 3.147, 1.494], [1.181, 3.682, -1.774], [-2.967, 2.237, 1.125], [7.275, -1.662, -2.677], [1.481, 1.206, 1.570], [4.418, -0.795, 0.441], [-6.080, -0.858, 0.259], [-0.063, -1.085, -3.640], [1.276, 1.133, -3.457], [-0.282, 0.129, -4.669], [8.041, -0.697, -0.926], [-3.582, 3.973, 2.771], [2.071, 0.294, 1.208], [7.747, -0.180, 0.333], [-4.570, -0.902, -2.879], [-3.165, 1.196, 1.578], [0.350, 1.489, -4.047], [-0.620, 2.220, -3.010], [0.735, 2.185, -4.861], [-0.363, -0.810, 1.554], [0.354, -0.114, -5.601], [2.968, 5.479, -1.881], [9.059, -0.664, -1.301], [0.005, 4.378, -3.908], [-4.011, 3.217, 1.867], [1.741, -6.960, 5.144], [-0.862, 1.627, -2.071], [-1.280, 4.270, -1.921], [1.047, 2.659, -0.788], [1.640, 5.244, -0.853], [3.002, 0.166, 1.880], [-0.151, -2.496, 6.182], [0.783, 6.243, -1.863], [2.465, 0.430, 0.146], [-1.122, -1.784, -0.670], [2.926, -2.546, 3.763], [1.597, -1.587, 2.304], [5.429, -0.774, 0.050], [-1.689, -1.466, -2.422], [-1.887, 2.487, 1.382], [2.746, -4.951, 4.131], [-4.878, -0.719, -3.977], [-1.143, -4.520, 7.176], [-5.851, 1.751, 1.431], [0.845, -0.962, -2.952], [1.897, -4.845, 4.797], [-5.927, 1.348, -0.117], [1.366, -3.593, 5.097], [2.142, 6.607, -0.025], [1.331, -5.980, 5.366], [-0.428, 0.191, 2.131], [-0.195, -6.749, 6.670], [-2.294, -2.870, -2.949], [-0.156, 3.729, -2.636], [2.647, 4.351, 0.160], [4.980, -2.391, -3.089], [0.412, 5.099, 0.252], [7.033, -1.260, -1.700], [-3.264, 0.685, -1.778], [-1.132, -0.600, 0.139], [-5.474, -0.168, -0.438], [1.504, -1.310, 4.829], [1.975, -2.393, 4.520], [6.220, 0.190, 1.799], [3.540, -1.911, -1.550], [-7.026, 1.423, -0.461], [-6.363, 0.484, -2.395], [-3.201, -0.095, -2.609], [-5.318, 2.021, -0.808], [-2.223, -0.372, 0.395], [-1.626, 2.366, -3.556]],
  "mulliken_charge": [0.32, -0.90, 0.24, -0.10, -0.49, 0.37, -0.36, 0.28, 0.40, 0.38, 1.02, -0.46, -0.58, 0.88, 0.38, 0.32, -0.30, -0.28, -0.29, 0.18, -0.34, 0.40, -0.35, 0.52, -0.02, 0.44, 0.29, 0.38, 0.50, -0.51, 0.15, -0.69, -0.44, -0.60, -0.81, -0.35, -0.98, 0.05, -0.55, 0.13, 0.33, -0.84, 0.31, -0.33, 0.37, -0.30, 0.33, 0.36, -0.68, -0.26, -0.10, 1.17, 0.31, 0.44, -0.31, 0.04, -0.74, -0.59, -0.78, 0.19, 0.18, 0.40, 0.44, 0.24, 0.36, -0.70, 0.00, -0.26, -0.56, 0.11, -0.31, -0.54, 0.18, 0.36, -0.55, 0.89, -0.32, -0.62, -0.27, -0.42, -0.60, 1.77, 0.22, -0.56, 0.94, 0.40, -0.54, 0.44, 0.37, 1.02, 0.23, -0.80, 0.38],
  "multiplicity": 1,
  "lumo_energy_ha": 0.03575,
  "fmax_ev_per_a": 4.5,
  "homo_ev": -4.72,
  "charge": -1,
  "total_energy_ev": -91000.61043
}

=====

2.
{
  "formula": "C30H43BF4N3O6PSSc",
  "method": "wB97M-V/def2-TZVPD",
  "elements": ["C", "H", "H", "H", "C", "H", "C", "C", "F", "H", "H", "H", "C", "H", "C", "C", "N", "H", "Sc", "H", "H", "H", "H", "C", "H", "H", "C", "H", "C", "S", "C", "H", "C", "H", "H", "C", "H", "C", "O", "H", "C", "H", "N", "H", "H", "C", "O", "O", "B", "H", "H", "C", "F", "O", "C", "H", "C", "F", "H", "H", "C", "P", "F", "H", "C", "C", "H", "H", "C", "N", "H", "H", "H", "O", "C", "O", "H", "C", "H", "C", "C", "H", "H", "C", "C", "H", "H", "H", "H", "C"],
  "xyz": [[2.337, 2.424, 1.483], [-3.341, -5.003, 5.895], [2.956, -2.719, 0.551], [1.495, 0.088, -2.581], [2.582, -0.660, 0.148], [1.803, -2.080, -2.206], [2.285, -2.151, -0.102], [1.149, 1.982, -4.606], [-2.322, -3.661, -2.021], [1.600, 5.588, 0.263], [3.204, 1.764, 1.452], [2.170, 2.623, 2.546], [-4.117, 0.295, 1.634], [2.308, -3.653, -1.639], [1.077, 1.699, 0.988], [2.497, 2.142, -3.879], [-2.905, -0.366, -0.352], [-0.695, 4.609, 0.220], [-1.493, -1.422, 1.281], [-0.974, 2.129, 0.421], [-4.148, -2.660, 5.641], [-1.220, -4.512, 2.205], [-0.938, 2.472, -4.243], [-2.743, -0.441, -1.669], [-1.963, -1.110, -2.013], [4.701, -0.767, 0.272], [0.180, 3.957, 0.169], [-2.963, -0.314, 4.205], [-3.054, -4.412, 5.035], [0.382, -1.081, 3.297], [0.010, 2.445, -3.703], [5.293, -0.582, -2.074], [1.264, 0.998, -2.018], [-5.442, 1.796, -0.194], [-0.714, 0.637, -2.778], [-3.880, 0.401, 0.143], [0.822, 1.002, 1.796], [-3.531, 0.280, -2.552], [-0.712, -0.141, 2.771], [3.450, 4.256, 1.304], [-3.126, -2.382, 3.781], [3.202, 1.383, -4.230], [-2.329, -2.906, 2.849], [-5.123, 1.713, -2.700], [1.160, 2.527, -5.551], [-4.685, 1.186, -0.665], [-0.133, -0.383, -0.183], [0.260, -2.164, 2.230], [-2.240, -3.818, -0.649], [4.116, -2.583, -3.015], [-0.664, 1.995, -1.690], [-0.125, 2.643, 0.881], [-1.081, -3.019, -0.179], [1.680, -0.430, 3.220], [2.625, 3.753, 0.791], [0.366, 3.781, -0.897], [-2.228, -4.950, 4.057], [-2.027, -5.127, -0.270], [-4.612, -0.832, 3.841], [-1.852, -5.961, 4.127], [2.332, 2.038, -2.356], [1.157, 0.402, -0.287], [-3.327, -3.246, 0.013], [1.151, 4.925, 1.826], [3.945, -2.276, -1.979], [-3.564, -0.962, 3.553], [2.592, -0.529, 1.238], [1.279, -2.390, 0.222], [3.974, -0.296, -0.399], [-3.353, -0.645, 2.164], [0.983, 0.930, -4.859], [-0.442, 2.864, 1.905], [0.204, 3.470, -3.370], [-4.992, 0.990, 2.164], [4.249, -0.789, -1.820], [0.039, -1.582, 4.605], [3.294, 1.824, -1.889], [-0.117, 1.503, -2.499], [2.959, 3.591, -0.234], [2.516, -2.585, -1.544], [-1.879, -4.156, 2.986], [2.014, 3.003, -1.961], [-3.378, 0.178, -3.618], [1.390, 4.654, 0.791], [-4.502, 1.124, -2.036], [2.938, 3.112, -4.120], [3.646, -0.232, -2.541], [4.637, -2.858, -1.360], [4.165, 0.777, -0.331], [-3.506, -3.115, 4.899]],
  "mulliken_charge": [-1.07, 0.39, 0.72, 0.42, 0.53, 0.08, -0.60, -0.79, -0.39, 0.48, 0.42, 0.50, -0.03, 0.59, 1.24, -1.21, 1.08, 0.53, -0.37, -0.39, 0.47, 0.42, 0.56, -0.72, 0.58, 0.59, -0.04, 0.20, -0.24, 1.07, -1.17, 0.48, 1.52, 0.57, 0.03, 0.58, -0.94, -0.88, -0.46, 0.45, 0.81, 0.26, 0.81, 0.42, 0.53, -0.80, 0.98, -0.48, 0.17, 0.50, -0.09, -0.92, -0.19, -0.65, -0.52, -0.34, -1.06, -0.37, 0.61, 0.40, -1.13, 0.29, -0.37, 0.43, -1.32, -1.23, 0.63, -0.33, -1.51, 0.15, 0.31, 0.66, 0.28, -0.85, -0.07, -0.71, 0.12, -0.43, 0.13, -0.46, -0.13, 0.69, 0.51, -1.15, -0.55, 0.49, -0.30, 0.34, 0.32, -1.08],
  "multiplicity": 1,
  "e_above_lowest_kj_mol": 0.0,
  "lumo_energy_ha": 0.08659,
  "fmax_ev_per_a": 0.5,
  "homo_ev": -5.87,
  "charge": -1,
  "total_energy_ev": -100953.33850
}